# C26H47N2O10P

2 unconnected molecules or ions with the total composition C26H47N2O10P (ωB97M-V/def2-TZVPD, the OMol25 dataset).

As for the HOMO energy: -9.171 eV. The total energy comes out at -60467.952 eV. Its largest force on an atom is 0.055 hartree/bohr.

Last column: Löwdin charge in e.
Geometry (Å):
C -5.5266 -4.8587 2.9097  -0.109
C -6.4156 -3.6873 2.4537  -0.216
C -5.5470 -2.7071 1.6854  -0.274
O -6.2020 -1.4822 1.4377  -0.128
C -5.3132 -0.4070 1.1450  -0.168
C -4.2295 -0.7615 0.1397  -0.201
O -3.6891 0.3693 -0.5089  -0.078
C -2.5503 0.9206 0.1285  -0.267
C -2.7052 2.4174 0.3653  -0.136
O -3.3237 2.6332 1.6357  -0.142
C -2.4251 3.1983 2.5748  -0.228
C -2.3005 4.7292 2.3963  -0.197
C -0.8222 5.1983 2.4261  -0.100
C -1.2237 0.5208 -0.5642  -0.267
C -0.9419 1.3774 -1.8098  -0.136
C 0.4219 1.0862 -2.4581  -0.172
C 1.6175 1.6234 -1.6502  -0.150
C 2.7896 0.6816 -1.9273  -0.184
O 4.0236 1.2019 -1.4088  -0.002
C 4.4841 0.5190 -0.3354  -0.587
C 4.9135 -0.9182 -0.3744  0.028
O 4.5864 1.0983 0.6822  0.138
N -1.2713 -0.9362 -0.8181  -0.116
C -1.7161 -1.3285 -2.1673  -0.188
C -2.3005 -2.7741 -2.1650  -0.186
C -1.6575 -3.6464 -3.2469  -0.273
N -2.3890 -4.9329 -3.3683  -0.014
P 0.0900 -1.7798 -0.3313  0.377
O 0.8509 -2.3850 -1.4056  -0.232
O 1.0348 -0.9224 0.6232  -0.094
O -0.4245 -2.9683 0.6136  -0.097
H -4.7244 -5.0375 2.1934  0.069
H -6.1133 -5.7694 2.9635  0.066
H -5.0896 -4.6544 3.8846  0.071
H -7.1078 -4.1189 1.7344  0.107
H -6.9401 -3.2364 3.2881  0.112
H -5.2886 -3.1961 0.7394  0.123
H -4.6056 -2.5518 2.2335  0.125
H -4.8989 -0.0624 2.1024  0.128
H -5.9397 0.4052 0.7911  0.133
H -3.4599 -1.4032 0.5592  0.104
H -4.7031 -1.3653 -0.6385  0.132
H -2.4870 0.4703 1.1243  0.154
H -3.3308 2.8326 -0.4236  0.144
H -1.7383 2.9183 0.3731  0.116
H -2.8750 3.0083 3.5479  0.120
H -1.4472 2.7081 2.5749  0.113
H -2.6522 4.9377 1.3893  0.100
H -2.8877 5.2467 3.1431  0.102
H -0.6082 5.6492 3.3937  0.067
H -0.1372 4.3672 2.2817  0.058
H -0.6189 5.9375 1.6559  0.065
H -0.4613 0.8065 0.1574  0.124
H -1.7521 1.3584 -2.5325  0.121
H -0.8794 2.4106 -1.4662  0.112
H 0.4098 1.6237 -3.4034  0.121
H 0.5889 0.0237 -2.6319  0.089
H 1.3823 1.6714 -0.5829  0.108
H 1.9498 2.5990 -1.9910  0.125
H 2.6009 -0.3377 -1.5783  0.104
H 2.9008 0.6202 -3.0085  0.138
H 4.3697 -1.4450 0.4029  0.096
H 5.9741 -1.0145 -0.1743  0.084
H 4.7163 -1.4255 -1.3182  0.091
H -2.5185 -0.6959 -2.5138  0.116
H -0.9231 -1.3323 -2.9132  0.101
H -3.3563 -2.7098 -2.4339  0.101
H -2.2671 -3.2296 -1.1777  0.098
H -0.6014 -3.8121 -3.0701  0.104
H -1.8205 -3.1420 -4.2004  0.107
H -3.3420 -4.8232 -3.0436  0.051
H -1.9236 -5.5842 -2.7446  0.060
H 1.4204 -0.1541 0.1750  0.048
H -1.0000 -2.5545 1.2828  0.085
O 9.3035 4.0310 1.8514  0.108
C 9.2537 3.0625 1.1240  -0.384
C 7.9690 2.5963 0.5459  0.035
C 7.9158 1.5321 -0.2504  0.026
C 9.1381 0.7682 -0.5956  -0.382
O 9.0892 -0.2007 -1.3247  0.103
C 10.4234 1.2320 -0.0174  0.019
C 10.4773 2.2960 0.7788  0.020
H 7.0863 3.1656 0.8085  0.126
H 6.9832 1.1877 -0.6717  0.098
H 11.3036 0.6595 -0.2810  0.121
H 11.4046 2.6514 1.2098  0.121

Force components x, y, z for each atom (eV/Å):
C -0.3 0.3 0.1
C 0.6 -0.6 -0.7
C 0.0 0.0 0.3
O 0.1 -0.1 -0.3
C -0.2 0.0 0.9
C -0.8 -0.4 -0.6
O 0.3 0.4 0.0
C 0.5 -0.4 0.6
C -0.3 -0.3 0.4
O 0.2 -0.1 -0.3
C -0.8 0.6 0.6
C 1.4 -0.7 -0.8
C -0.5 0.2 0.5
C -1.4 0.9 -0.7
C 0.6 -0.1 0.3
C -0.3 0.7 0.2
C 0.3 -0.9 -0.2
C 0.1 0.2 -0.5
O -0.4 -0.5 -0.6
C 0.2 -0.6 -0.4
C -0.6 -0.6 -1.1
O 0.4 1.5 2.3
N 1.4 1.1 0.3
C -0.8 -1.6 0.0
C 0.3 0.5 -0.5
C -1.6 -0.3 0.1
N 1.0 0.0 0.2
P 0.1 -1.5 -0.2
O 0.6 -0.3 -1.4
O -0.7 0.6 0.5
O -0.3 1.2 0.7
H 0.1 0.0 0.0
H 0.0 -0.2 0.2
H 0.1 -0.1 0.0
H -0.5 0.3 0.1
H -0.1 0.2 0.0
H 0.2 0.0 -0.1
H 0.0 0.2 0.1
H 0.3 0.0 -0.1
H 0.0 0.1 -0.3
H 0.3 0.1 0.2
H 0.0 0.1 -0.1
H 0.0 0.0 0.1
H 0.0 0.2 0.0
H 0.1 0.0 -0.2
H 0.0 -0.2 0.1
H 0.0 -0.1 -0.3
H -0.5 0.2 0.1
H -0.2 0.2 -0.1
H 0.3 0.0 0.0
H 0.1 -0.1 0.0
H 0.0 0.1 0.0
H 0.1 -0.4 0.2
H -0.1 -0.3 -0.1
H -0.1 0.1 0.0
H 0.2 -0.3 -0.3
H -0.2 -0.1 -0.2
H 0.1 0.2 0.1
H -0.3 0.3 0.2
H 0.0 0.0 0.1
H 0.1 -0.1 -0.1
H 0.0 0.0 0.2
H 0.2 0.2 0.1
H 0.0 0.1 -0.1
H 0.0 0.5 0.3
H 0.2 0.3 0.2
H -0.2 0.0 0.1
H 0.2 -0.1 0.0
H 0.1 0.0 0.0
H 0.4 0.2 -0.1
H 0.0 0.0 0.0
H -0.3 -0.2 -0.1
H 0.0 -0.2 0.1
H 0.0 -0.6 0.0
O 0.0 0.0 0.0
C 0.0 0.1 0.1
C -0.1 0.0 0.0
C 0.1 0.2 0.1
C -0.1 -0.1 -0.1
O 0.0 0.0 0.0
C 0.0 0.0 0.0
C 0.0 -0.1 0.0
H 0.0 0.0 0.0
H 0.0 0.0 -0.1
H 0.0 0.0 0.0
H 0.0 0.0 0.0

***

# C3H9N3

2 unconnected molecules or ions with the total composition C3H9N3 (ωB97M-V/def2-TZVPD, the OMol25 dataset).

The energy above the lowest of the compared OMol25 structures with the same formula, charge and spin comes out at 45.67 kcal/mol. As for the HOMO energy: -7.826 eV. The total energy comes out at -7725.594 eV. Its largest force on an atom is 0.131 hartree/bohr.

Last column: Löwdin charge in e.
Geometry (Å):
H -0.7158 -0.6379 1.9570  0.024
N -1.1870 0.2272 1.7681  0.042
C -0.5484 1.3413 1.7449  -0.364
N -1.1859 2.5843 1.4608  0.063
H 0.5733 1.4154 1.9855  0.126
H -0.6659 3.4214 1.4509  0.056
H -2.1704 2.6364 1.5457  0.069
C -0.1931 -2.1161 -1.8114  -0.008
C 1.1456 -1.6766 -1.7277  -0.236
N 1.4744 -0.5090 -1.0372  0.037
H -1.0458 -1.4961 -1.3961  0.064
H -0.4065 -3.0291 -2.1167  -0.040
H 1.9594 -2.1483 -2.1602  0.067
H 0.7364 -0.1268 -0.5155  0.032
H 2.2297 0.1139 -1.1480  0.066

Force components x, y, z for each atom (eV/Å):
H 0.8 0.1 0.2
N -0.6 2.1 -0.5
C 0.2 -0.1 0.3
N 1.4 -2.8 0.3
H -1.5 0.2 -0.6
H 0.5 0.6 0.2
H -0.7 -0.1 0.0
C 3.3 5.4 2.2
C -4.5 1.2 0.9
N -0.6 -1.3 -0.1
H 1.3 -0.7 -0.4
H -0.9 -4.0 -1.6
H 1.3 -1.2 -0.8
H -1.0 0.6 0.6
H 0.9 0.0 -0.7

***

# C3H12BF6NO7S2Zn

A molecular structure, C3H12BF6NO7S2Zn (ωB97M-V/def2-TZVPD, the OMol25 dataset).

As for the HOMO energy: -11.456 eV. The total energy comes out at -106204.238 eV. Its largest force on an atom is 0.065 hartree/bohr.

Last column: Löwdin charge in e.
Geometry (Å):
Zn 6.7131 5.7304 6.2641  0.826
N 8.4371 6.1518 7.8096  -0.336
S 8.9883 4.7594 8.3407  0.522
O 7.9909 3.8159 7.9585  -0.256
O 9.5108 4.7770 9.6653  -0.219
F 10.1519 4.4432 7.3246  -0.147
S 8.9908 7.5372 8.1936  0.441
O 8.3043 8.4372 7.3479  -0.259
O 10.3928 7.5084 8.3107  -0.226
F 8.4508 7.8495 9.6066  -0.119
B 4.1216 4.5839 5.0247  -1.115
F 3.6274 4.0358 6.1926  0.154
F 3.9625 6.0006 4.9781  0.103
F 5.6219 4.4180 5.0884  0.022
F 3.5999 3.8537 3.9961  0.188
C 5.4135 6.0030 8.8026  -0.090
O 5.4523 5.2491 7.6093  -0.142
H 4.5891 5.8599 9.5002  0.108
H 6.3343 5.9249 9.3723  0.074
H 5.3904 7.0626 8.6100  0.087
H 4.5342 4.9195 7.4428  0.116
C 8.4549 4.4822 3.9177  -0.034
O 8.2751 5.0046 5.2595  -0.168
H 7.5370 4.7789 3.3740  0.097
H 9.3199 5.0409 3.4511  0.113
H 8.6578 3.4210 3.9584  0.095
H 9.0845 5.1154 5.6967  0.035
C 6.8554 8.1982 4.4357  -0.033
O 5.9908 7.4607 5.3278  -0.122
H 6.2122 8.7054 3.7736  0.090
H 7.5351 8.7322 5.0879  0.076
H 7.4932 7.4906 3.9399  0.071
H 5.1046 7.2793 5.1009  0.045

Force components x, y, z for each atom (eV/Å):
Zn 0.7 0.4 -0.3
N -1.4 -2.0 -0.7
S -1.1 -0.7 1.1
O 0.0 -0.3 0.1
O 0.2 0.1 -0.9
F 0.6 0.3 0.1
S 0.9 1.1 -0.5
O -0.3 1.1 -0.5
O 1.0 0.4 0.2
F -0.3 -0.2 0.7
B 0.3 -0.6 -0.4
F -0.1 0.5 0.9
F -0.5 -0.8 -0.1
F -0.6 0.1 -0.4
F 0.5 0.8 -0.3
C 0.7 1.6 1.5
O -1.8 -0.3 1.3
H -0.2 -0.9 -0.5
H 0.1 -0.7 -0.1
H -0.2 0.6 -0.6
H 0.8 -0.2 -0.6
C 0.4 1.8 -0.4
O -1.6 -0.2 -1.5
H 0.6 -0.7 0.2
H -0.9 -0.7 0.4
H -0.2 -0.2 -0.1
H 1.9 0.1 0.9
C 0.0 -1.3 1.3
O 2.7 -0.4 1.9
H -0.1 1.1 -0.8
H -0.3 0.8 -0.1
H 0.1 -0.4 -0.8
H -1.8 -0.2 -1.2

***

# C14H39NO6

5 unconnected molecules or ions with the total composition C14H39NO6 (ωB97M-V/def2-TZVPD, the OMol25 dataset).

As for the HOMO energy (alpha / beta): 0.724 / -6.275 eV. As for the expectation value of S²: 0.7505. As for the multiplicity: 2. The charge is -1. The total energy comes out at -28920.723 eV. Its largest force on an atom is 0.059 hartree/bohr.

Last column: Mulliken spin population.
Geometry (Å):
C -1.9779 -3.6993 -0.1559  0.002
C -3.1855 -3.1562 0.5757  0.034
O -2.9444 -3.0017 1.9927  -0.057
H -1.1261 -3.0257 -0.0619  -0.002
H -2.1938 -3.8132 -1.2182  -0.006
H -1.7169 -4.6704 0.2647  0.002
H -4.0613 -3.7797 0.3957  -0.010
H -3.5047 -2.2221 0.1136  -0.006
H -3.0552 -3.8578 2.4127  0.013
C -0.9628 -0.4961 3.8742  0.015
C 0.2610 -1.1570 4.5015  0.267
O 0.2917 -0.9509 5.8972  -0.154
H -1.3228 0.3446 4.4674  -0.233
H -1.8163 -1.1708 3.9406  0.000
H -0.8410 -0.1949 2.8338  0.189
H 1.0870 -0.6392 4.0139  0.016
H 0.3133 -2.1863 4.1467  0.042
H 0.8291 -0.1707 6.0523  0.006
C 3.3775 1.4024 2.4158  0.072
C 2.0944 2.2398 2.4206  2.407
O 1.2655 1.3565 1.6469  -1.715
H 3.3703 0.4984 3.0248  0.070
H 4.2074 1.9892 2.8095  -0.112
H 3.6348 0.9978 1.4369  0.061
H 2.3070 3.1554 1.8687  -0.414
H 1.6577 2.4690 3.3926  -0.689
H 0.5618 1.9928 1.5004  0.976
C 1.3722 -3.4612 1.1632  0.006
C 1.1342 -2.0538 0.7802  -0.023
O 2.2228 -1.2386 1.1729  0.011
H 2.2948 -3.8547 0.7367  -0.006
H 0.5196 -4.1022 0.9393  -0.005
H 1.6463 -3.4364 2.2179  0.008
H 0.2875 -1.5898 1.2860  0.022
H 0.9399 -1.7731 -0.2550  0.024
H 1.8967 -0.4535 1.6189  0.193
C 1.0788 1.8815 -6.8323  0.000
O 0.8983 2.5414 -5.6069  -0.052
C 1.6643 2.0706 -4.4535  0.094
C 0.8712 2.5648 -3.2833  0.093
N -0.3927 1.8487 -3.1002  -0.138
C -1.2114 2.5330 -2.0412  -0.474
C -2.5250 1.7874 -1.8025  0.044
O -2.4436 0.4226 -1.2734  -0.138
C -2.0766 0.3460 0.1239  0.320
H 2.1382 1.7536 -7.0545  0.000
H 0.6304 2.4697 -7.6330  -0.001
H 0.6542 0.8892 -6.6803  0.000
H 2.6512 2.5271 -4.5282  -0.014
H 1.7904 0.9882 -4.4304  0.006
H 0.7888 3.6512 -3.2508  0.020
H 1.5349 2.5062 -2.4206  -0.046
H -0.8593 1.8225 -3.9956  0.013
H -1.2955 3.5831 -2.3211  -0.128
H -0.6441 2.3550 -1.1276  0.603
H -2.9421 1.6171 -2.7950  0.033
H -3.2496 2.4321 -1.3051  -0.092
H -2.3474 -0.5739 0.6423  -0.043
H -2.5604 1.1829 0.6275  -0.091
H -1.0166 0.5086 0.3189  -0.012

Force components x, y, z for each atom (eV/Å):
C -0.1 0.1 0.1
C -0.2 -0.1 0.0
O -0.2 0.4 -0.9
H -0.1 0.0 0.0
H 0.0 -0.1 0.0
H 0.2 -0.1 -0.1
H 0.0 -0.5 0.2
H 0.3 0.4 0.5
H 0.0 -0.1 -0.1
C -1.2 -0.5 0.5
C -0.2 1.6 -1.6
O 0.1 -0.8 0.3
H 0.5 0.4 -0.1
H -0.1 -0.3 -0.3
H 0.2 0.0 0.1
H 0.6 -0.1 0.2
H 0.1 -0.3 0.8
H 0.0 0.1 0.0
C 0.9 0.4 1.1
C 1.9 -2.2 -0.9
O -0.5 1.2 0.6
H -0.5 0.0 0.4
H 0.3 0.1 -0.1
H -0.2 0.6 -0.2
H -0.3 0.2 0.0
H 0.1 -0.1 0.1
H -1.6 -0.1 -0.8
C 0.6 -0.5 0.3
C -0.4 2.6 0.0
O 1.2 -0.6 0.2
H -0.1 0.0 -0.6
H 0.2 -0.1 0.2
H -0.6 -0.2 0.3
H -0.6 -0.7 0.3
H 0.0 -0.9 -0.5
H -0.3 0.4 -0.2
C 0.5 -0.4 1.0
O 0.1 0.3 0.4
C -0.9 1.0 -1.3
C 0.6 -0.2 1.1
N 0.4 0.5 0.7
C 0.9 -2.3 -0.4
C 0.0 -0.9 -1.2
O 0.3 0.9 0.5
C 0.0 1.4 -0.2
H 0.3 0.0 -0.2
H -0.2 -0.2 0.2
H -0.2 -0.3 -0.8
H 0.2 0.1 0.2
H -0.3 -0.2 -0.2
H -0.5 0.5 -0.9
H -0.2 -0.9 0.5
H -0.3 0.2 -0.1
H -0.5 0.2 0.5
H 0.3 0.9 0.2
H -0.3 -0.1 -0.1
H 0.1 -0.2 0.7
H -0.3 -0.1 -0.6
H -0.2 0.0 0.3
H 0.3 -0.1 -0.4

***

Q: Which of these has the lowest total energy?
A: C3H12BF6NO7S2Zn

***

Q: total energy of number 3 (C3H12BF6NO7S2Zn)?
A: -106204.238 eV

***

Q: The lowest total energy belongs to which entry?
A: C3H12BF6NO7S2Zn